[1]
This record from the OMol25 dataset describes a structure of composition C38H38F6NNaO9S3Sb. The level of theory is ωB97M-V/def2-TZVPD.

Last column: Mulliken charge in e.
Element x y z (Å)
Na1 -2.1760 -2.9389 0.9622  0.920
C1 -0.0067 -5.4384 1.2946  -0.902
C2 0.6388 -4.3346 0.4377  0.023
O1 -0.0268 -2.4199 1.7300  -0.061
C3 0.2299 -1.1331 2.3342  -0.841
C4 -0.5761 -1.1008 3.5525  -0.464
O2 -2.0084 -1.2539 3.2184  -0.190
C5 -2.7276 -1.8055 4.3410  -0.880
C6 -2.7200 -3.3567 4.2530  -0.286
O3 -3.1330 -3.7342 2.9899  -0.208
C7 -3.2579 -5.1679 2.8165  -0.717
C8 -2.0923 -5.9716 2.3263  -0.571
O4 -1.4343 -5.1287 1.3764  -0.013
H1 0.4348 -5.4952 2.3025  0.555
H2 0.1444 -6.4540 0.8819  0.359
H3 -0.0822 -3.9725 -0.3863  -0.476
H4 1.5395 -4.7089 -0.0666  0.466
H5 0.0530 -0.3345 1.6276  0.214
H6 1.3073 -1.0446 2.6463  0.371
H7 -0.4798 -0.1628 4.1380  0.286
H8 -0.3367 -1.9581 4.2001  0.345
H9 -3.7337 -1.4490 4.2363  0.363
H10 -2.2799 -1.4615 5.2473  0.425
H11 -3.3689 -3.7130 5.0682  0.357
H12 -1.6428 -3.7501 4.4648  0.211
H13 -4.0345 -5.2436 2.0417  0.316
H14 -3.7079 -5.5905 3.7443  0.428
H15 -2.4605 -6.9653 1.8896  0.252
H16 -1.3696 -6.3350 3.1128  0.386
C9 7.7437 0.3310 -3.8580  -1.169
C10 6.7826 -0.4656 -3.0144  0.825
O5 6.4765 -1.6450 -3.2508  -0.589
S1 6.2650 0.4140 -1.5831  -0.300
C11 5.3703 -0.8035 -0.8385  0.589
C12 4.2621 -1.3842 -1.5389  -0.650
C13 3.2410 -1.9383 -0.8074  -0.668
C14 3.3517 -2.1831 0.5962  0.934
C15 4.5682 -1.7947 1.2437  -0.990
C16 5.5021 -1.0424 0.5382  -0.551
C17 2.2735 -2.6186 1.3195  -0.811
C18 1.0294 -3.1179 1.2323  0.569
H17 8.7516 0.3539 -3.4392  0.300
H18 7.5237 1.4201 -3.9037  0.304
H19 7.8289 -0.0353 -4.8716  0.321
H20 4.0923 -1.2425 -2.6068  0.379
H21 2.3353 -2.3234 -1.2898  0.251
H22 4.6670 -2.1180 2.2972  0.266
H23 6.3405 -0.5189 0.9802  0.351
C19 -3.1284 6.2164 3.6506  -0.440
C20 -1.7523 6.0795 3.5307  -0.603
C21 -1.2156 5.3468 2.4714  -0.449
C22 -2.0946 4.6040 1.6351  0.448
C23 -3.4882 4.7856 1.7179  -0.537
C24 -3.9987 5.6714 2.6991  -0.554
Sb1 -1.4562 2.7691 0.7607  1.009
C25 -2.4748 2.9162 -1.1437  -0.163
C26 -2.9519 1.7869 -1.8144  -0.524
C27 -3.5624 1.9260 -3.0752  -0.371
C28 -3.7124 3.2133 -3.6546  -0.486
C29 -3.2150 4.3337 -3.0044  -0.777
C30 -2.5550 4.1657 -1.7784  0.075
C31 0.5408 3.5613 0.1385  -0.012
C32 1.5464 3.8373 1.0445  -0.303
C33 2.8058 4.2727 0.5765  -0.669
C34 3.1421 4.1621 -0.7496  -0.480
C35 2.1851 3.6497 -1.6706  -0.458
C36 0.9077 3.3622 -1.2135  0.027
H24 -3.5553 6.6833 4.5535  0.305
H25 -1.0602 6.5695 4.2038  0.376
H26 -0.1408 5.2143 2.3209  0.361
H27 -4.1959 4.3238 0.9820  0.320
H28 -5.0303 5.9045 2.7205  0.425
H29 -2.9080 0.7847 -1.3485  0.240
H30 -3.8575 1.0573 -3.6459  0.385
H31 -4.2232 3.2844 -4.5933  0.417
H32 -3.2941 5.3410 -3.4386  0.330
H33 -2.0543 4.9825 -1.2675  0.408
H34 1.3584 3.7036 2.1209  0.479
H35 3.5110 4.6420 1.3325  0.313
H36 4.1251 4.4917 -1.0774  0.398
H37 2.4717 3.4682 -2.6954  0.422
H38 0.1673 3.0023 -1.9051  0.083
F1 -2.8620 -3.9275 -1.7660  -0.243
C37 -2.0568 -3.5005 -2.7724  0.233
F2 -0.8827 -4.1316 -2.6737  -0.228
F3 -2.6635 -3.9038 -3.8677  -0.216
S2 -2.0183 -1.7046 -2.4604  1.059
O6 -1.9808 -1.6576 -0.9959  -0.550
O7 -3.2414 -1.3171 -3.1292  -0.575
N1 -0.6864 -1.1393 -3.0251  -0.204
S3 -0.5399 -0.4325 -4.5129  0.987
O8 -1.7923 -0.0398 -5.0449  -0.551
O9 0.3691 -1.2490 -5.2793  -0.687
C38 0.4362 1.1919 -4.2559  0.569
F4 1.2391 1.4275 -5.2601  -0.221
F5 -0.3954 2.2638 -4.2117  -0.222
F6 1.1415 1.1420 -3.1147  -0.173

Results
Frontier orbital gap   3.65 eV
HOMO   -2.4 eV
E   -119700.635 eV
Charge   -1


[2]
This record from the OMol25 dataset describes a structure of composition C38H38MnN6O4PS. The level of theory is ωB97M-V/def2-TZVPD.

Last column: Mulliken charge in e.
Element x y z (Å)
Mn1 0.7152 -0.7931 -0.5384  0.814
O1 -0.0714 -6.2273 -0.6265  -0.687
C1 1.0652 -6.1012 -1.3371  0.577
C2 1.6309 -7.2622 -1.8702  -0.739
C3 2.7854 -7.1931 -2.6272  -0.303
C4 3.4041 -5.9673 -2.8685  -0.869
C5 2.8543 -4.8197 -2.3251  -0.543
C6 1.6962 -4.8645 -1.5514  0.278
C7 1.1859 -3.5708 -1.0019  0.421
O2 1.8968 -2.5586 -1.0859  -0.586
N1 -0.0515 -3.6557 -0.4283  -1.103
N2 -0.4884 -2.4733 0.0886  1.045
C8 -1.6399 -2.5231 0.6320  -1.464
C9 -2.2501 -1.4143 1.4033  1.078
C10 -3.6107 -1.4824 1.6990  -0.948
C11 -4.2030 -0.4544 2.4140  -0.481
C12 -3.4207 0.6132 2.8222  -0.865
C13 -2.0717 0.5840 2.5011  -0.251
N3 -1.4960 -0.4012 1.8182  0.573
H1 -0.3622 -5.2984 -0.4089  0.630
H2 1.1344 -8.2065 -1.6809  0.405
H3 3.2053 -8.1037 -3.0412  0.358
H4 4.2969 -5.9101 -3.4783  0.403
H5 3.3018 -3.8475 -2.4914  0.454
H6 -2.2065 -3.4497 0.5477  0.246
H7 -4.1857 -2.3332 1.3543  0.487
H8 -5.2603 -0.4875 2.6487  0.412
H9 -3.8354 1.4441 3.3781  0.477
H10 -1.4186 1.3978 2.8097  0.332
O3 2.9527 2.0932 -2.4544  -0.785
C14 2.3956 0.9960 -2.4536  -0.103
O4 1.9552 0.4237 -1.3894  0.122
C15 2.2409 0.2092 -3.7394  0.462
C16 3.2463 0.4420 -4.6833  -0.792
C17 3.3162 -0.2502 -5.8792  -0.505
C18 2.3398 -1.2049 -6.1454  -0.519
C19 1.3206 -1.4282 -5.2387  -0.760
C20 1.2125 -0.7316 -4.0143  0.701
S1 -0.2351 -1.0704 -3.0540  -0.525
H11 3.9844 1.1949 -4.4351  0.395
H12 4.1168 -0.0579 -6.5850  0.357
H13 2.3707 -1.7760 -7.0688  0.339
H14 0.5526 -2.1611 -5.4565  0.396
C21 4.4176 -0.4975 0.5966  -1.151
C22 3.6474 -1.2203 1.7067  -0.856
P1 1.8925 -0.6815 1.8413  1.053
C23 2.0364 0.9259 2.7301  -0.283
C24 2.4610 0.9135 4.1964  -1.495
C25 1.2161 -1.8683 3.0931  -0.522
C26 2.1677 -2.5020 4.1107  -1.467
H15 5.4189 -0.9225 0.4940  0.428
H16 4.5257 0.5696 0.8022  0.337
H17 3.9063 -0.5889 -0.3592  0.056
H18 4.1455 -1.0927 2.6717  0.468
H19 3.6175 -2.2899 1.4854  0.418
H20 1.0685 1.4253 2.6257  0.075
H21 2.7421 1.5127 2.1361  0.464
H22 1.7379 0.3818 4.8180  0.302
H23 2.5368 1.9342 4.5797  0.446
H24 3.4358 0.4413 4.3304  0.288
H25 0.7450 -2.6585 2.5032  0.288
H26 0.3986 -1.3501 3.5979  0.369
H27 2.9917 -3.0211 3.6213  0.277
H28 1.6302 -3.2417 4.7104  0.445
H29 2.5950 -1.7694 4.7959  0.271
N4 -4.4988 4.5112 0.0096  0.081
C27 -4.9641 5.7639 0.3549  0.714
C28 -6.2409 6.3231 0.3929  -1.044
C29 -6.3270 7.6398 0.7981  -0.387
C30 -5.1793 8.3748 1.1523  -0.449
C31 -3.9204 7.8076 1.1097  -0.713
C32 -3.8151 6.4769 0.7048  0.431
N5 -2.6870 5.6713 0.5698  -0.690
C33 -3.1386 4.5257 0.1584  -0.179
C34 -2.3105 3.3235 -0.1287  1.457
C35 -0.9404 3.3551 0.0634  -1.244
C36 -0.2011 2.2014 -0.1886  -0.659
N6 -0.7603 1.0651 -0.5992  0.766
C37 -2.0622 1.0573 -0.8278  -0.927
C38 -2.8769 2.1535 -0.6033  -0.852
H30 -5.0499 3.7300 -0.2945  0.149
H31 -7.1230 5.7594 0.1150  0.375
H32 -7.2979 8.1175 0.8442  0.373
H33 -5.2902 9.4063 1.4617  0.367
H34 -3.0324 8.3695 1.3727  0.428
H35 -0.4604 4.2668 0.3938  0.512
H36 0.8778 2.1856 -0.0791  0.537
H37 -2.4675 0.1318 -1.2238  0.507
H38 -3.9374 2.0635 -0.8024  0.300

Results
Frontier orbital gap (spin up / spin down)   5.30 / 5.40 eV
HOMO (spin up / spin down)   -3.5 / -3.6 eV
E   -108603.623 eV
Multiplicity   6
Charge   -1
⟨S²⟩   8.755


[3]
This record from the OMol25 dataset describes a structure of composition C38H39BN6O2PSm. The level of theory is ωB97M-V/def2-TZVPD.

Last column: Mulliken charge in e.
Element x y z (Å)
Sm1 -8.1880 -15.0836 -11.2783  0.542
C1 -7.9071 -11.1647 -12.7087  -1.138
C2 -7.2586 -12.2660 -13.4940  0.514
C3 -6.8608 -12.2349 -14.8182  -1.318
C4 -6.3617 -13.5205 -14.9894  0.882
C5 -5.7153 -14.1578 -16.1698  -1.266
N1 -6.4924 -14.2202 -13.8712  0.920
N2 -7.0823 -13.4580 -12.8964  -0.389
B1 -5.8890 -15.6111 -13.5184  -1.293
N3 -5.1079 -15.7121 -12.1068  1.025
N4 -5.7720 -15.3788 -10.9385  0.136
C6 -4.9301 -15.5997 -9.9160  0.569
C7 -5.3938 -15.2770 -8.5675  -0.574
C8 -3.7450 -16.0824 -10.3920  -1.910
C9 -3.8655 -16.1633 -11.7747  1.249
C10 -2.9831 -16.7967 -12.7726  -1.413
N5 -7.0089 -16.6829 -13.5662  1.109
N6 -8.2863 -16.4736 -13.1918  -0.224
C11 -8.9833 -17.5347 -13.5724  0.786
C12 -10.3964 -17.6848 -13.2537  -1.255
C13 -8.1191 -18.4649 -14.1262  -1.488
C14 -6.8760 -17.8850 -14.1652  1.082
C15 -5.6533 -18.3424 -14.8478  -1.122
H1 -8.2481 -10.2739 -13.2327  0.373
H2 -7.2495 -10.8726 -11.8529  0.222
H3 -8.8126 -11.5278 -12.2223  0.090
H4 -6.8429 -11.5270 -15.6263  0.467
H5 -5.9237 -13.5776 -17.1431  0.359
H6 -6.1913 -15.1175 -16.3949  0.231
H7 -4.6327 -14.1722 -16.0340  0.211
H8 -5.0647 -15.9195 -14.3435  -0.262
H9 -4.9939 -14.3031 -8.2535  0.325
H10 -5.1092 -16.0262 -7.8116  0.332
H11 -6.4741 -15.1641 -8.4229  -0.329
H12 -2.8616 -16.3191 -9.8651  0.571
H13 -1.9519 -16.8657 -12.3437  0.426
H14 -2.9244 -16.1258 -13.6362  0.293
H15 -3.2677 -17.8498 -13.0256  0.112
H16 -10.7056 -16.8113 -12.6569  0.142
H17 -10.5333 -18.5733 -12.6888  0.302
H18 -11.0352 -17.7375 -14.1247  0.378
H19 -8.3839 -19.4391 -14.6153  0.318
H20 -5.7228 -19.4008 -15.1771  0.406
H21 -4.8119 -18.3321 -14.1711  -0.005
H22 -5.3807 -17.7913 -15.7447  0.198
C16 -14.6055 -14.3924 -8.6829  -0.506
C17 -14.0465 -14.8007 -9.9039  -0.950
C18 -12.6778 -15.1789 -9.9574  -0.215
C19 -11.8654 -15.1597 -8.8179  0.066
C20 -12.4247 -14.6647 -7.5819  -0.501
C21 -13.7992 -14.3667 -7.5300  -0.677
P1 -10.1069 -15.6911 -9.0500  2.362
C22 -9.2386 -15.1477 -7.5492  -0.027
C23 -9.0127 -13.7629 -7.2087  -0.380
C24 -8.3187 -13.3880 -6.1107  -0.665
C25 -7.7026 -14.3437 -5.3069  -0.493
C26 -7.8606 -15.7093 -5.5777  -0.837
C27 -8.6600 -16.0692 -6.6974  -0.390
C28 -10.2412 -17.4420 -8.9397  -0.145
C29 -11.2752 -18.0548 -8.3283  -0.248
C30 -11.3542 -19.4496 -8.3845  -1.167
C31 -10.3745 -20.1715 -8.9542  -0.821
C32 -9.2449 -19.5999 -9.5705  0.893
C33 -8.2395 -20.3667 -10.1149  -1.152
C34 -7.1613 -19.7845 -10.7633  -1.047
C35 -7.0996 -18.3255 -10.7778  0.201
C36 -8.0838 -17.4816 -10.1933  0.227
C37 -9.1909 -18.1695 -9.5722  0.041
H23 -15.6068 -14.0098 -8.7145  0.399
H24 -14.7099 -14.7353 -10.7888  0.364
H25 -12.4251 -15.4458 -10.9632  0.428
H26 -11.8339 -14.5559 -6.7340  0.601
H27 -14.3281 -14.0849 -6.5843  0.318
H28 -9.3333 -12.9035 -7.8415  0.276
H29 -8.2020 -12.3449 -5.8921  0.455
H30 -7.1852 -14.0085 -4.4349  0.419
H31 -7.4939 -16.5218 -5.0002  0.499
H32 -8.8141 -17.0965 -6.9607  0.479
H33 -11.9602 -17.4212 -7.7821  0.574
H34 -12.1590 -20.0220 -7.9245  0.373
H35 -10.3116 -21.2453 -8.8978  0.416
H36 -8.2521 -21.4175 -10.0845  0.417
H37 -6.3186 -20.3096 -11.2669  0.385
H38 -6.2701 -17.8474 -11.3548  0.086
O1 -9.6569 -12.9921 -10.7759  -0.686
C38 -10.5649 -13.4683 -11.5514  0.081
O2 -10.3535 -14.5652 -12.0939  -0.555
H39 -11.4549 -12.9105 -11.6727  0.519

Results
Frontier orbital gap (spin up / spin down)   7.91 / 7.96 eV
HOMO (spin up / spin down)   -7.4 / -7.4 eV
E   -80947.776 eV
Multiplicity   6
Charge   0
⟨S²⟩   8.758